Molecular formula: C6H13NO
Method: DFT, ωB97M-V/def2-TZVPD

```
21
Properties=species:S:1:pos:R:3:forces:R:3:lowdin_charge:R:1
C 0.04556 2.56089 0.07403 4.2 0.7 0.4 -0.082
C -0.02087 1.10118 0.35292 1.4 -3.6 3.8 -0.272
C 0.84435 0.41868 1.25761 -1.9 2.4 -3.0 -0.157
N 2.01587 0.97355 1.76547 -0.3 -1.3 0.8 0.017
C -1.09888 0.14831 -0.18225 -3.0 2.5 -0.5 -0.217
C -0.69535 -0.88510 -1.27104 -2.6 0.9 0.9 -0.213
C -0.46759 -2.14844 -0.56508 4.9 -2.8 0.1 -0.322
O -0.57792 -3.23206 -1.53246 -0.3 1.5 -0.3 -0.085
H 1.07410 3.10094 0.37600 -1.8 -1.6 0.4 0.111
H 0.31998 2.71164 -0.93815 -1.1 0.3 -1.7 0.054
H -0.64168 3.25823 0.47808 -1.3 0.2 0.0 0.059
H 0.66236 -0.63931 1.49266 0.2 0.5 -0.3 0.100
H 2.01789 1.94712 1.95854 0.4 0.5 -0.3 0.055
H 2.82502 0.52634 1.37256 0.4 0.5 0.3 0.079
H -1.69716 -0.43204 0.65484 1.3 1.4 -1.5 0.133
H -1.94538 0.85543 -0.69284 1.8 -1.6 1.2 0.141
H -1.75564 -1.14221 -1.61204 1.6 0.8 -1.3 0.136
H 0.13132 -0.51957 -1.96208 -1.5 -0.8 0.6 0.151
H -1.07769 -2.36012 0.32203 -0.1 0.4 -0.4 0.113
H 0.69312 -2.17784 -0.24536 -2.4 0.0 -0.1 0.144
H -0.65143 -4.06562 -1.10343 0.0 -0.9 0.7 0.055
```
Forces are in eV/Å.

Results
- Calculated total energy: -9967.3304 eV
- Energy relative to the best compared isomer or geometry (same formula, charge and spin): 3.844 eV
- Gap between HOMO and LUMO: 0.32211 Ha

Molecular formula: C6H11IN2P
Method: DFT, ωB97M-V/def2-TZVPD

```
21
Properties=species:S:1:pos:R:3:forces:R:3:lowdin_charge:R:1
C -3.01821 -1.62901 -0.15450 0.1 0.0 -0.6 -0.192
C -1.38256 -1.47632 0.02854 0.2 -0.5 -0.4 -0.434
P -0.94843 0.40979 0.08405 -0.3 0.2 -0.6 0.879
C -1.04129 1.10465 1.86326 0.4 0.5 1.8 -0.347
C 0.88207 0.59593 -0.48805 5.0 -0.6 1.0 -0.336
N 1.30274 1.05028 -1.86842 5.1 -1.3 4.5 0.042
C 2.83095 1.10344 -1.92398 -2.4 -1.0 2.8 0.046
N 3.40660 0.67158 -0.56944 -5.2 0.6 -2.2 0.009
C 2.25553 0.31769 0.36277 -1.8 1.7 -4.9 -0.589
I 2.50146 -0.41387 2.41004 -0.1 0.8 -2.2 0.866
H -3.35682 -2.63962 0.35589 0.6 2.3 -1.1 0.091
H -3.62614 -0.69134 0.23921 1.3 -2.1 -0.6 0.075
H -3.23203 -1.68468 -1.32332 0.4 0.0 2.6 0.089
H -0.91035 -1.90265 -0.97966 -0.7 0.9 2.4 0.094
H -0.94890 -2.03420 0.96157 -0.9 0.9 -1.8 0.083
H -0.41426 0.51568 2.65655 -1.2 1.0 -1.5 -0.008
H -0.63607 2.21838 1.86265 -0.9 -2.3 -0.2 0.068
H -2.15340 1.14849 2.29515 2.3 -0.2 -1.4 0.077
H 0.63394 1.27418 -2.63822 1.0 -0.2 0.9 0.157
H 3.42645 1.44609 -2.88724 -1.3 -0.9 2.5 0.164
H 4.42872 0.61551 -0.28684 -1.8 0.2 -0.9 0.165
```
Forces are in eV/Å.

Results
- Net charge: +1
- Calculated total energy: -26757.7916 eV
- Gap between HOMO and LUMO: 0.28127 Ha

Molecular formula: C11H24O14S3Si
Method: DFT, ωB97M-V/def2-TZVPD

```
53
Properties=species:S:1:pos:R:3:forces:R:3:lowdin_charge:R:1
C 6.82481 -0.24124 1.97916 0.0 -0.1 0.3 -0.062
O 5.41196 -0.24481 2.25592 0.3 -0.7 -0.2 -0.085
C 4.71047 0.51679 1.37699 -2.1 -2.3 1.7 -0.558
O 5.16158 1.46971 0.87934 1.9 3.1 -1.9 0.091
Si 2.92788 0.01326 0.84090 -0.4 -0.3 0.0 0.619
C 2.03410 1.62612 0.46514 0.6 -0.3 0.5 -0.152
C 1.99206 -0.94716 2.14978 -0.1 0.3 -0.4 -0.165
C 3.17150 -1.01334 -0.73103 0.1 0.8 1.3 -0.157
H 6.97550 -0.58150 0.96079 0.1 0.2 -0.2 0.092
H 7.32337 -0.94140 2.63363 -0.3 -0.3 0.3 0.085
H 7.27328 0.72309 2.15247 0.0 0.4 -0.2 0.083
H 1.16663 1.47391 -0.16208 -0.3 0.0 -0.1 0.009
H 1.74277 2.04759 1.42290 -0.3 0.1 0.1 0.034
H 2.69939 2.35134 0.01263 0.2 0.0 -0.3 0.030
H 2.39559 -1.93676 2.31104 0.2 -0.3 0.1 0.031
H 1.91650 -0.42642 3.09539 0.2 0.1 0.3 0.031
H 0.96770 -1.06796 1.80066 -0.2 -0.1 -0.1 0.021
H 3.99751 -1.69314 -0.55660 0.1 -0.3 -0.3 0.039
H 2.25745 -1.53246 -0.96874 -0.2 -0.3 -0.2 0.032
H 3.41150 -0.29657 -1.50031 0.2 0.0 -0.4 0.010
O 2.92310 -1.52367 -3.97511 -0.1 -0.3 0.1 -0.205
S 2.23704 -0.30208 -4.15759 0.3 0.3 -0.6 0.584
O 1.28084 0.17140 -3.22463 -0.2 0.0 0.3 -0.231
O 1.58638 -0.30404 -5.62481 0.3 0.0 0.1 -0.185
C 2.06526 0.81777 -6.37780 -0.1 0.4 0.0 -0.162
C 3.44477 1.09336 -5.81767 0.3 -0.3 -0.3 -0.160
O 3.30894 0.86261 -4.40955 -0.4 0.1 0.0 -0.184
H 1.39036 1.65956 -6.20910 0.0 0.0 0.0 0.134
H 2.08597 0.57581 -7.43700 -0.1 -0.2 0.1 0.136
H 3.77652 2.11125 -6.00191 0.0 0.0 0.2 0.137
H 4.18378 0.39182 -6.21054 0.0 0.0 0.0 0.136
O -2.08822 -2.07956 0.83913 -0.1 -0.3 0.2 -0.208
S -2.77561 -0.85872 0.64772 0.3 0.3 -0.6 0.599
O -3.71232 -0.37355 1.59576 -0.1 0.0 0.3 -0.223
O -3.46283 -0.88569 -0.80056 0.3 -0.1 0.2 -0.183
C -3.00565 0.22555 -1.58428 -0.2 0.5 0.0 -0.155
C -1.61455 0.51197 -1.06384 0.3 -0.3 -0.4 -0.167
O -1.71366 0.30218 0.35364 -0.5 0.1 0.1 -0.192
H -3.67886 1.06804 -1.41167 0.0 0.0 0.0 0.134
H -3.01046 -0.03159 -2.63997 0.0 -0.2 0.1 0.137
H -1.28839 1.52702 -1.27239 0.0 0.0 0.2 0.137
H -0.88390 -0.19343 -1.46512 0.0 0.1 0.0 0.125
O -9.03376 -1.31268 4.98552 -0.3 0.0 0.1 -0.219
S -8.07610 -0.27327 5.07305 0.5 -0.1 -0.4 0.598
O -8.23265 0.81511 5.96387 -0.1 0.0 0.2 -0.218
O -7.81060 0.28927 3.59389 0.0 -0.4 0.2 -0.189
C -6.41793 0.17526 3.26686 0.4 0.3 0.0 -0.175
C -5.93118 -1.01638 4.05894 -0.1 -0.4 -0.3 -0.167
O -6.62559 -0.91621 5.31159 -0.1 0.4 0.0 -0.188
H -5.91611 1.09332 3.57888 0.0 0.0 0.0 0.136
H -6.29226 0.03947 2.19722 -0.2 0.0 0.0 0.122
H -4.85736 -1.00238 4.21752 0.0 0.1 0.2 0.131
H -6.21652 -1.95655 3.58198 0.0 0.0 0.0 0.137
```
Forces are in eV/Å.

Results
- Calculated total energy: -80842.4022 eV
- Gap between HOMO and LUMO: 0.35348 Ha

Molecular formula: C5H6CsO4
Method: DFT, ωB97M-V/def2-TZVPD

```
16
Properties=species:S:1:pos:R:3:forces:R:3:lowdin_charge:R:1
C -1.12527 0.64848 -0.79223 -0.2 4.6 3.1 0.020
C -0.18431 0.44492 0.27323 2.3 -3.3 -1.2 0.013
O 0.99171 1.00100 0.27174 -1.9 0.2 -0.7 0.157
Cs 2.47716 5.00700 1.34751 0.1 0.3 0.0 1.006
H -0.75406 0.29625 -1.76443 -0.6 0.0 0.2 0.146
H -0.94748 1.81138 -0.66291 -0.6 -1.0 -1.6 0.162
H -0.26940 -0.46585 0.88346 -0.2 0.6 0.9 0.184
H -2.13796 0.62120 -0.30118 0.6 -1.2 -1.6 0.140
C 2.00581 0.45628 1.10268 0.0 -0.9 1.8 -0.512
O 2.03952 -0.67383 1.43508 0.0 0.5 -0.7 0.265
O 2.71321 1.49219 1.48409 0.5 0.5 -0.3 0.151
H 3.47418 1.21488 2.02283 0.0 -0.3 0.0 0.180
C -2.26717 -2.23335 -1.51520 0.2 -0.1 0.1 0.118
C -1.90659 -3.35650 -0.94111 0.2 -0.1 -0.3 -0.281
O -1.45967 -4.23981 -0.33266 -0.4 0.5 -0.2 0.203
H -2.64967 -2.02424 -2.51088 0.0 -0.3 0.4 0.049
```
Forces are in eV/Å.

Results
- Net charge: +2
- Calculated total energy: -13999.6088 eV
- Gap between HOMO and LUMO (spin up / spin down): 0.21859 / 0.19975 Ha
- Multiplicity: 2

Molecular formula: C3H6O3P
Method: DFT, ωB97M-V/def2-TZVPD

```
13
Properties=species:S:1:pos:R:3:forces:R:3:lowdin_charge:R:1
C -1.10536 -1.44420 0.08920 0.2 0.1 0.0 -0.292
C -1.15412 1.00559 0.40205 0.0 -0.2 -0.1 -0.108
C -1.07856 -0.13172 -0.62009 0.0 0.3 -0.2 -0.222
O 2.57011 0.28388 0.58625 -0.2 0.1 0.8 -0.655
O -1.93578 -2.30739 -0.05593 -0.1 -0.1 0.0 0.023
O 4.42431 0.14473 -1.06238 0.8 0.0 0.0 -0.638
P 4.06139 0.28722 0.38460 -0.8 -0.1 -0.8 0.341
H -0.27820 -1.56290 0.81211 0.1 -0.1 0.1 0.127
H -2.08717 0.95762 0.96289 -0.1 0.1 0.1 0.069
H -0.31421 0.92604 1.08584 0.1 0.1 0.1 0.063
H -1.09608 1.96419 -0.10566 0.0 0.1 0.0 0.068
H -0.11424 -0.04958 -1.13176 0.0 -0.1 0.0 0.117
H -1.89209 -0.07347 -1.34712 0.1 -0.1 0.0 0.106
```
Forces are in eV/Å.

Results
- Net charge: -1
- Calculated total energy: -18642.2902 eV
- Energy relative to the best compared isomer or geometry (same formula, charge and spin): 0.520 eV
- Gap between HOMO and LUMO: 0.28302 Ha

Molecular formula: C7H14N2
Method: DFT, ωB97M-V/def2-TZVPD

```
23
Properties=species:S:1:pos:R:3:forces:R:3:lowdin_charge:R:1
C 0.21672 -2.68762 -2.14448 -1.3 0.9 -1.8 -0.061
C 0.74103 -1.96091 -0.98874 1.5 -0.6 1.7 -0.355
C 0.12711 -1.42421 0.10979 0.3 -0.4 -0.1 -0.099
N 1.12574 -1.02644 0.96916 -0.1 0.9 -0.9 0.041
C 2.30447 -1.12896 0.27789 -0.9 -1.6 1.3 -0.188
N 2.11128 -1.82918 -0.80472 0.4 0.8 -1.0 0.087
H 0.86273 -2.51297 -3.02073 -0.3 0.1 0.3 0.083
H -0.76744 -2.22567 -2.31568 0.1 0.0 -0.5 0.077
H -0.05518 -3.74228 -2.18258 0.6 -0.2 1.0 0.073
H -0.86323 -1.08569 0.29270 -0.7 -0.6 0.1 0.095
H 0.94708 -0.68773 1.89682 0.3 0.4 -0.1 0.132
H 3.21850 -0.84987 0.76553 0.4 -0.1 -0.2 0.110
C -1.03107 1.32867 1.76889 0.3 -0.9 0.5 -0.127
C -0.75992 2.52703 0.84167 -1.9 -0.4 0.5 -0.289
C -0.80843 2.09820 -0.62410 0.6 0.0 -0.1 -0.111
H -0.45503 1.37555 2.70376 -0.3 0.1 -0.1 0.071
H -2.08431 1.11091 2.02678 0.3 0.8 -0.1 0.082
H -0.75854 0.38119 1.29633 0.2 0.6 0.1 -0.005
H -1.64504 3.14745 0.98983 0.1 0.4 -0.1 0.089
H 0.04893 3.18057 1.17289 0.4 -0.6 -0.3 0.099
H -0.34161 1.11921 -0.82894 -0.1 0.4 0.2 0.060
H -1.83813 2.05628 -0.98002 0.0 -0.1 0.1 0.074
H -0.29565 2.83646 -1.22206 0.1 0.2 -0.4 0.062
```
Forces are in eV/Å.

Results
- Calculated total energy: -10465.3475 eV
- Energy relative to the best compared isomer or geometry (same formula, charge and spin): 1.019 eV
- Gap between HOMO and LUMO: 0.34749 Ha